[1]
C25H19BF6FeO5S as an isolated structure at a distorted geometry, computed with ωB97M-V with the def2-TZVPD basis set.

## Properties
Spin multiplicity: 5
Expectation value of S²: 6.0920
HOMO level (spin up / spin down): -13.57 / -15.16 eV
Relative energy (zero: lowest compared OMol25 entry of this formula, charge and spin): 49.3 kcal/mol
Net charge: +2

Each line ends with the Mulliken charge.
Geometry (Å):
1 C 0.74002 3.06557 -4.74100  -1.151
2 C 0.50395 2.48627 -3.37445  0.836
3 C 0.47284 3.22675 -2.18388  -1.015
4 C 0.16007 2.48949 -1.05970  -0.441
5 C 0.15063 0.99646 -1.24847  1.562
6 B 5.04996 0.87493 -0.22054  0.393
7 C -0.99418 0.25207 -0.53017  1.009
8 C -1.65413 -0.84518 -1.11594  -0.380
9 C -2.55973 -1.62045 -0.37919  -0.480
10 C -3.16172 -2.87586 -0.98949  0.696
11 F -4.50490 -2.97505 -0.69906  -0.240
12 F -3.01144 -2.94591 -2.34373  -0.264
13 F -2.50719 -3.97199 -0.47073  -0.236
14 C -2.89237 -1.28211 0.92313  -1.435
15 C -2.33961 -0.13659 1.46067  -0.363
16 C -2.68742 0.24357 2.87213  0.734
17 F -2.01210 -0.59849 3.72712  -0.242
18 F -2.26995 1.52157 3.17778  -0.282
19 F -4.01587 0.13426 3.16881  -0.239
20 C -1.40476 0.62541 0.75121  -0.467
21 O 5.44334 1.00048 -1.51830  -0.309
22 C 6.80009 1.50383 -1.41755  -0.355
23 C 7.08418 1.62455 0.08213  -0.337
24 O 5.89481 1.19032 0.79251  -0.382
25 S -0.05666 0.90974 -3.14021  -0.105
26 H 0.44129 4.13343 -4.75092  0.402
27 H 1.82151 2.97839 -5.02912  0.301
28 H 0.09772 2.56350 -5.48919  0.401
29 H 0.71090 4.29348 -2.20802  0.467
30 H 0.17536 2.83764 -0.01719  0.447
31 H -1.46445 -1.13535 -2.17044  0.617
32 H -3.58500 -1.91260 1.47756  0.528
33 H -1.00266 1.53422 1.17983  0.659
34 H 7.45811 0.79211 -1.94469  0.276
35 H 6.84971 2.45214 -1.97758  0.247
36 H 7.93815 1.00580 0.39531  0.312
37 H 7.30513 2.65787 0.37254  0.277
38 O 3.03790 1.27078 6.50420  -0.227
39 C 2.82201 1.01903 5.37531  0.332
40 Fe 3.23871 0.85430 3.64375  -0.081
41 C 4.62176 1.92586 4.02330  0.434
42 O 5.57924 2.46351 4.36903  -0.186
43 C 4.13037 -0.62350 3.96427  0.199
44 O 4.76058 -1.51347 4.36378  -0.210
45 C 1.55622 0.47531 -1.06739  -0.254
46 C 1.48402 -0.97807 -0.68994  -0.784
47 C 1.40305 -1.44589 0.62223  -0.750
48 C 1.41084 -0.69746 1.80896  -0.682
49 C 1.82368 0.69471 2.02448  0.321
50 C 2.76660 1.33749 1.14556  -0.020
51 C 3.17846 0.74905 -0.09163  -0.793
52 H 2.14275 0.59196 -2.03017  0.500
53 H 1.21759 -1.63263 -1.51449  0.590
54 H 1.10603 -2.50447 0.71043  0.508
55 H 0.98801 -1.18832 2.72151  0.497
56 H 1.20125 1.42738 2.59162  0.630
57 H 3.22442 2.31506 1.48419  0.625
58 H 3.53543 -0.32177 0.04749  -0.091

Force components x, y, z for each atom (eV/Å):
-0.1 0.1 -0.1
-1.3 -0.7 -0.8
0.1 0.5 2.0
1.4 0.4 -0.4
-1.9 2.0 -0.7
-3.7 2.2 -2.3
-0.6 -0.4 -0.1
0.3 -0.3 -0.4
0.2 0.3 -0.8
-0.5 -1.0 -0.2
1.9 0.0 -0.4
-0.2 0.3 1.3
-1.0 1.1 -0.5
-0.1 -0.2 -0.2
0.2 0.6 -0.1
-0.2 0.2 1.5
-0.6 0.8 -0.6
-0.6 -1.3 -0.3
1.7 0.2 -0.5
0.1 0.0 -0.3
0.5 -0.2 1.1
0.4 -0.3 -1.3
1.4 0.4 0.4
-0.8 -0.5 -0.6
0.5 -0.1 0.1
0.4 -0.5 0.2
-0.9 0.0 0.2
0.6 0.0 0.3
-0.2 -0.4 0.2
-0.2 0.3 -0.7
-0.1 0.1 0.9
0.1 0.3 0.0
-0.1 -0.2 0.3
-0.2 0.3 0.4
-0.1 -0.3 0.5
-0.4 0.1 -0.1
-0.2 -0.2 0.0
-1.4 -1.3 -4.9
0.6 1.6 8.1
-3.1 0.8 -4.1
5.3 3.8 1.4
-2.7 -1.4 -1.0
4.0 -6.6 2.4
-2.2 3.0 -1.6
5.6 -2.6 -0.6
-0.8 0.1 0.2
-0.5 -0.2 -0.4
-0.7 0.3 0.9
0.6 1.0 -2.2
-1.2 -0.1 2.7
2.7 -0.9 0.8
-1.0 -0.3 1.0
0.3 -0.4 0.2
0.3 0.6 0.1
0.4 0.3 -1.0
0.4 -0.8 0.4
-0.9 -0.7 -0.6
-1.8 0.4 0.1

[2]
C25H19Cl2N4O4S6SbTc as an isolated structure at a distorted geometry, computed with ωB97M-V with the def2-TZVPD basis set.

## Properties
HOMO level: -9.83 eV
Relative energy (zero: lowest compared OMol25 entry of this formula, charge and spin): 4.9 kcal/mol
Net charge: +1

Each line ends with the Mulliken charge.
Geometry (Å):
1 Tc -0.51292 0.17751 -0.72915  0.717
2 O 3.49096 -5.21899 1.07885  -0.498
3 C 2.09595 -5.36822 1.12196  -0.527
4 C 1.44173 -4.06518 0.77422  0.374
5 C 0.05475 -3.93028 0.72379  -1.284
6 C -0.49252 -2.71620 0.37505  -0.322
7 N 0.24073 -1.65281 0.02671  0.450
8 C 1.58186 -1.76707 0.08333  0.430
9 C 2.20307 -2.95137 0.46600  -0.639
10 C 2.32199 -0.57695 -0.31715  0.175
11 C 3.70009 -0.56569 -0.50604  -0.821
12 C 4.31975 0.58923 -0.96235  0.615
13 C 5.77901 0.58515 -1.32887  -0.831
14 O 6.50826 -0.46035 -0.75647  -0.523
15 C 3.53640 1.73328 -1.11022  -1.329
16 C 2.17449 1.63693 -0.91878  -0.493
17 N 1.56269 0.50576 -0.57065  0.628
18 H 3.91371 -6.05053 1.31688  0.321
19 H 1.76177 -5.68242 2.12280  0.334
20 H 1.75520 -6.12639 0.39896  0.327
21 H -0.58220 -4.76899 0.95180  0.483
22 H -1.56332 -2.58802 0.35305  0.664
23 H 3.27459 -3.03597 0.52464  0.610
24 H 4.28450 -1.46079 -0.35718  0.694
25 H 6.22496 1.56475 -1.11609  0.410
26 H 5.84290 0.42443 -2.41312  0.292
27 H 6.58117 -0.33144 0.19544  0.324
28 H 3.98161 2.67035 -1.40553  0.464
29 H 1.54577 2.50176 -1.08961  0.719
30 S 0.73577 2.61210 -6.11206  -0.272
31 Sb -1.21187 2.58463 -4.65562  0.518
32 S 0.22756 -0.31350 -2.99837  0.039
33 S -1.31513 0.11455 -4.20650  -0.244
34 S 1.11526 2.93489 -4.07829  -0.129
35 Cl -2.35692 -2.70636 -2.79976  -0.101
36 C -3.60629 -2.11285 -1.79333  1.008
37 C -4.86277 -2.68542 -1.78418  -0.668
38 C -5.83845 -2.20118 -0.92609  -0.324
39 C -5.57645 -1.14464 -0.06613  -0.600
40 C -4.33102 -0.55164 -0.06846  0.620
41 Cl -3.95362 0.76292 0.96626  -0.100
42 C -3.30472 -1.02333 -0.93253  -0.851
43 N -2.11214 -0.46602 -0.89755  -0.519
44 H -5.07868 -3.50142 -2.45339  0.470
45 H -6.81069 -2.66539 -0.91358  0.402
46 H -6.33617 -0.76894 0.59830  0.460
47 O -1.70362 0.49160 2.99108  -0.605
48 S -0.68536 1.45158 2.70328  0.966
49 O 0.59139 1.29099 3.32007  -0.646
50 N -0.50505 1.47209 1.01831  -0.037
51 C -0.94745 2.60083 0.52096  0.594
52 S -1.12215 2.61535 -1.16123  -0.457
53 C -1.31311 3.63345 1.47357  0.432
54 C -1.69978 4.94337 1.21952  -0.764
55 C -2.05005 5.74496 2.29511  -0.636
56 C -2.03418 5.24300 3.58936  -0.550
57 C -1.64204 3.92979 3.84763  -0.747
58 C -1.27570 3.14764 2.77915  0.177
59 H -1.71472 5.31307 0.20510  0.459
60 H -2.34450 6.76837 2.11990  0.424
61 H -2.32355 5.87556 4.41399  0.424
62 H -1.64081 3.53846 4.85323  0.497

Force components x, y, z for each atom (eV/Å):
-3.3 -0.3 -1.1
0.2 0.1 0.0
-0.3 -0.3 0.1
-0.1 0.3 -0.1
0.4 0.1 0.0
-0.3 -0.1 -0.1
0.6 0.0 0.1
-0.1 -0.6 0.1
-0.2 0.1 0.0
0.6 0.2 -0.2
-0.3 0.1 -0.1
-0.2 0.1 0.1
0.0 0.2 -0.3
0.1 -0.4 0.2
0.0 -0.5 0.1
0.3 0.6 -0.2
1.1 -0.2 0.1
-0.1 0.1 0.0
0.0 0.1 -0.2
0.0 0.1 0.1
-0.2 0.0 0.1
-0.1 0.0 0.0
0.1 0.1 0.0
0.0 0.0 0.0
-0.1 -0.1 0.0
0.0 0.1 0.1
0.1 0.1 0.0
-0.1 0.1 -0.1
0.0 -0.1 0.0
-0.3 -0.1 -0.2
0.9 -0.5 -0.1
0.4 -0.2 1.1
-0.5 0.8 -0.4
-0.5 0.1 0.2
-0.1 -0.3 0.0
0.1 0.4 0.3
0.1 0.0 -0.1
0.3 0.1 0.1
0.0 0.2 0.0
0.4 -0.1 -0.3
-0.3 0.0 0.0
-2.1 -1.1 0.0
3.4 1.6 0.4
0.0 -0.1 -0.1
-0.1 0.0 0.0
-0.1 0.0 0.1
-0.2 0.2 0.2
0.2 -0.5 0.1
0.1 0.3 0.0
-0.3 0.1 0.4
0.0 -0.1 -0.5
0.3 -0.4 -0.2
-0.2 0.5 0.5
0.1 -0.3 0.0
0.0 0.0 -0.1
0.1 -0.2 0.0
0.0 -0.1 0.2
0.2 -0.3 -0.7
0.0 0.1 -0.1
0.0 0.1 0.0
0.0 0.1 0.1
0.0 0.0 0.1

[3]
C25H19Cl3CsN3O5S6 as an isolated structure, computed with ωB97M-V with the def2-TZVPD basis set.

## Properties
HOMO level: -1.55 eV
Relative energy (zero: lowest compared OMol25 entry of this formula, charge and spin): 11.4 kcal/mol
Net charge: -2

Each line ends with the Mulliken charge.
Geometry (Å):
1 Cs 1.33499 -1.45246 -0.07177  1.060
2 O 6.44570 4.24977 0.86337  -0.675
3 C 5.55622 3.43071 0.73171  0.622
4 S 4.84354 2.51192 2.04877  -0.227
5 C 3.67460 1.55218 1.11700  -0.018
6 C 3.67343 1.77369 -0.21760  -0.182
7 S 2.68392 1.10762 -1.49188  -0.676
8 S 4.82396 2.98902 -0.80114  -0.204
9 S 2.67674 0.51830 2.11462  -0.690
10 N 2.17241 -4.58392 0.88627  -0.506
11 C 1.79250 -5.57864 -0.04991  0.983
12 C 0.75360 -6.45652 0.23720  -0.564
13 C 0.36287 -7.41166 -0.69176  -0.445
14 C 0.99838 -7.50257 -1.91870  -0.193
15 C 2.02998 -6.62017 -2.21040  -0.599
16 C 2.42404 -5.66216 -1.28883  -0.594
17 S 0.49060 -8.72865 -3.12999  1.249
18 O -0.29808 -7.97208 -4.09333  -0.683
19 O -0.27897 -9.69921 -2.36115  -0.720
20 O 1.74417 -9.24333 -3.66655  -0.703
21 H 1.90937 -4.82438 1.83104  0.182
22 H 3.16227 -4.38033 0.85611  0.258
23 H 0.25320 -6.39447 1.19852  0.231
24 H -0.43201 -8.11186 -0.47075  0.436
25 H 2.53147 -6.70336 -3.16606  0.362
26 H 3.23577 -4.98062 -1.52355  0.323
27 Cl 0.01977 4.52379 4.67803  -0.253
28 C -0.80059 3.95499 3.25764  0.279
29 C -0.50993 2.70276 2.74814  -1.249
30 C -1.16849 2.28920 1.60453  0.402
31 C -2.09028 3.09840 0.93260  -0.319
32 C -2.71129 2.63571 -0.36609  -0.227
33 C -3.65159 1.43604 -0.21134  -1.663
34 N -3.06566 0.22809 0.32642  0.317
35 C -3.22823 -0.17441 1.62557  -0.100
36 C -2.46699 -1.28983 1.76796  -0.643
37 N -1.82534 -1.58799 0.59174  -0.497
38 C -2.21574 -0.65695 -0.25655  -0.363
39 O -1.79849 2.33221 -1.41818  -0.433
40 C -0.41831 2.71049 -1.30358  -0.623
41 C -0.27315 4.20371 -1.25897  -0.053
42 C 0.59811 4.90299 -0.47910  1.011
43 Cl 1.72559 4.27987 0.63681  -0.003
44 S 0.44313 6.60501 -0.68335  -0.249
45 C -0.81116 6.39694 -1.83302  -0.435
46 C -1.08131 5.08391 -2.04227  -0.804
47 C -2.36514 4.33883 1.50103  1.146
48 Cl -3.55009 5.41810 0.80155  -0.258
49 C -1.73147 4.77934 2.65064  -0.732
50 H 0.24826 2.07294 3.19681  0.381
51 H -0.90440 1.32164 1.19782  0.506
52 H -3.37510 3.42116 -0.73957  0.672
53 H -4.08329 1.23454 -1.19262  0.404
54 H -4.46128 1.71051 0.46567  0.414
55 H -3.84997 0.37201 2.31317  0.383
56 H -2.33047 -1.89461 2.64889  0.410
57 H -1.91350 -0.55672 -1.28724  0.506
58 H 0.06575 2.29635 -2.18582  0.371
59 H 0.08502 2.24922 -0.45707  0.409
60 H -1.27828 7.25295 -2.29181  0.419
61 H -1.83878 4.72622 -2.72574  0.409
62 H -1.95197 5.75579 3.05606  0.440

Force components x, y, z for each atom (eV/Å):
-0.1 -0.5 0.0
0.0 0.0 0.0
0.1 0.0 0.0
-0.1 0.0 0.0
0.0 0.1 0.0
0.0 0.0 0.0
0.1 0.1 -0.1
0.0 0.0 0.0
-0.1 0.1 0.1
0.1 0.0 -0.1
0.0 0.0 0.0
0.0 0.0 0.0
0.0 0.0 0.0
0.0 0.0 0.0
0.0 0.0 0.0
0.0 0.0 0.0
0.0 0.0 0.0
0.0 0.0 0.0
0.0 0.0 0.0
0.0 0.0 0.0
0.0 0.0 0.0
0.0 0.0 0.0
0.0 0.0 0.0
0.0 0.0 0.0
0.0 0.0 0.0
0.0 0.0 0.0
0.0 0.0 0.0
-0.1 0.0 0.0
0.0 0.0 0.1
0.0 0.1 -0.1
0.1 -0.3 0.0
-0.1 0.2 -0.1
0.0 0.1 -0.2
-0.1 0.1 0.0
0.0 0.0 0.1
0.2 -0.3 0.1
-0.2 0.3 -0.3
0.0 0.1 0.2
0.1 -0.5 0.2
-0.1 0.3 -0.1
0.0 0.0 0.0
-0.1 0.0 0.0
0.0 0.0 0.0
0.0 0.0 0.0
0.0 0.0 0.0
0.0 0.0 0.0
0.0 0.0 0.0
0.0 0.0 0.0
0.0 0.0 0.0
0.1 0.0 0.0
0.0 0.0 0.0
0.1 0.1 0.1
0.0 -0.1 0.0
0.0 0.1 -0.1
0.0 0.0 0.0
0.0 0.0 0.0
0.0 0.0 0.0
0.0 0.0 0.0
0.0 0.0 0.0
0.0 0.0 0.0
0.0 0.0 0.0
0.0 0.0 0.0

[4]
C25H19Cl5IrN4S3 as an isolated structure at a distorted geometry, computed with ωB97M-V with the def2-TZVPD basis set.

## Properties
Spin multiplicity: 2
Expectation value of S²: 0.7779
HOMO level (spin up / spin down): -7.91 / -7.82 eV
Relative energy (zero: lowest compared OMol25 entry of this formula, charge and spin): 70.9 kcal/mol

Each line ends with the Mulliken charge.
Geometry (Å):
1 Ir 0.85713 -0.68099 0.55333  0.585
2 Cl 0.58803 -3.23029 -1.17437  -0.153
3 C 0.52963 -1.85789 -2.22207  1.388
4 C 0.67173 -0.61409 -1.60437  -1.651
5 C 0.60133 0.49021 -2.44907  0.860
6 Cl 0.78973 2.05371 -1.75097  -0.130
7 C 0.38793 0.38031 -3.81937  -0.275
8 Cl 0.26263 1.78251 -4.80867  -0.151
9 C 0.25953 -0.88309 -4.39117  0.688
10 Cl -0.01807 -1.04559 -6.07877  -0.186
11 C 0.33503 -2.02069 -3.58607  -0.453
12 Cl 0.15903 -3.58589 -4.27297  -0.174
13 S 0.35733 1.47141 1.93013  -0.376
14 C -0.70747 0.53121 2.90803  0.976
15 S -0.98367 -1.08099 2.35673  -0.346
16 C -1.32417 1.03161 4.04143  0.412
17 C -2.14687 0.24611 4.86413  -0.168
18 N -2.80337 -0.37559 5.57273  -0.480
19 C -1.13977 2.36661 4.43523  -0.147
20 N -1.01737 3.47071 4.72643  -0.495
21 C 3.25353 -5.35169 2.49443  -0.521
22 C 1.96883 -4.86719 2.22293  -1.052
23 C 1.78213 -3.54419 1.92323  -0.482
24 C 2.86333 -2.64269 1.86573  1.347
25 C 2.69753 -1.28699 1.46003  -0.196
26 C 3.80693 -0.46129 1.45093  -0.359
27 C 5.07303 -0.92699 1.83433  -0.828
28 C 5.24573 -2.23369 2.20953  -0.780
29 C 4.15673 -3.12719 2.21053  0.993
30 C 4.32013 -4.49419 2.51063  -0.830
31 H 3.39123 -6.40149 2.69983  0.391
32 H 1.12723 -5.54209 2.24443  0.427
33 H 0.78523 -3.17149 1.72143  0.309
34 H 3.71073 0.57781 1.15763  0.421
35 H 5.90863 -0.24199 1.83053  0.384
36 H 6.21533 -2.59809 2.52043  0.382
37 H 5.31263 -4.85819 2.73333  0.380
38 C -1.36847 4.41971 -0.74297  -1.013
39 C -2.49637 3.54911 -0.20157  -0.545
40 N -2.10777 2.15631 -0.10517  0.279
41 C -2.45507 1.10581 -0.82997  0.503
42 S -2.17187 -0.46329 -0.19917  -0.371
43 N -3.05307 1.11591 -2.02237  -0.007
44 C -3.32897 2.17551 -2.97587  -0.289
45 C -4.82057 2.49621 -3.04687  -1.232
46 H -1.70767 5.44421 -0.87037  0.390
47 H -1.01647 4.04841 -1.70167  0.188
48 H -0.53767 4.40201 -0.04337  0.340
49 H -3.39857 3.63371 -0.80417  0.172
50 H -2.74707 3.87011 0.81403  0.397
51 H -1.45777 1.96691 0.65973  -0.298
52 H -3.29647 0.19141 -2.35447  0.297
53 H -2.98577 1.82151 -3.95277  0.397
54 H -2.74747 3.06041 -2.72807  0.063
55 H -5.39227 1.60211 -3.28087  0.360
56 H -5.00097 3.22741 -3.82867  0.380
57 H -5.18687 2.89911 -2.10537  0.277

Force components x, y, z for each atom (eV/Å):
-2.5 0.4 1.7
0.1 0.2 0.4
0.1 0.4 0.3
0.8 0.0 0.4
0.2 0.0 0.5
0.2 0.1 0.0
-0.1 -0.1 0.0
0.0 0.0 0.0
-0.1 -0.1 0.0
0.0 0.0 0.0
-0.1 0.1 0.0
0.0 0.0 0.1
1.1 -2.0 -1.5
-0.7 -0.3 0.9
2.4 0.1 0.1
0.7 -0.3 -1.2
-0.3 -0.5 0.3
-0.2 -0.2 0.1
0.1 0.5 0.0
0.1 0.4 0.1
0.4 0.0 0.1
-0.2 0.3 -0.1
-0.3 -0.3 0.0
-0.3 -0.1 0.0
-0.8 0.9 -1.2
-0.8 0.3 -0.1
0.1 -0.4 0.2
0.1 0.4 -0.1
-0.3 0.3 -0.1
-0.2 -0.3 0.0
0.1 -0.1 0.1
-0.1 0.0 0.0
0.0 -0.1 0.1
-0.1 0.0 -0.1
0.0 0.0 0.0
0.1 0.0 -0.1
0.1 0.0 0.1
-0.3 -0.1 0.0
0.0 0.3 -0.2
-0.1 0.2 0.0
0.1 -0.6 -0.1
0.7 -0.2 -0.3
-0.2 0.3 -0.3
-0.3 0.3 0.0
0.3 0.1 0.0
0.0 0.1 0.1
0.0 0.0 -0.1
0.2 0.1 0.0
0.0 0.0 0.1
-0.1 0.0 -0.1
-0.3 -0.3 -0.2
0.2 0.1 0.3
0.1 0.1 0.1
0.1 -0.1 0.0
-0.1 -0.1 0.0
-0.1 0.1 -0.1
0.0 0.0 0.1